Record 1
Molecular formula: C6H12N2
Method: DFT, ωB97M-V/def2-TZVPD

## Properties
Gap between HOMO and LUMO (spin up / spin down), eV: 7.43 / 7.45
Largest force on an atom, eV Å⁻¹: 10.1
HOMO energy (spin up / spin down), eV: -16.11 / -20.59

```
! wB97M-V def2-TZVPD RIJCOSX def2/J DEFGRID3
* xyz 2 3
C -1.41199 -0.89521 1.14988
C -0.63629 -1.70512 0.21927
C 2.03425 -0.37053 -0.13244
C 2.44128 -1.30457 -0.95169
C -1.32745 1.74872 0.01170
C -0.97620 0.61434 -0.96896
N 1.76757 0.57788 0.67372
N -0.89238 -0.54785 -0.20930
H -0.81319 -0.59537 1.99744
H -0.19751 -2.61869 -0.08361
H -2.39777 -1.19893 1.29746
H 2.25977 -0.86718 -1.92760
H 2.89403 -2.30527 -0.72129
H -2.20508 2.21468 -0.29959
H -1.41329 1.35144 1.04751
H -0.62128 2.64425 -0.01262
H -0.02829 0.89398 -1.50123
H -1.89329 0.40190 -1.53927
H 2.51218 1.19997 0.94243
H 0.90493 0.76156 1.00819
*
```

Löwdin charges in e: C 0.0860; C -0.0256; C -0.0365; C 0.1947; C -0.0239; C -0.1327; N 0.3040; N 0.0061; H 0.1606; H 0.1334; H 0.1527; H 0.1274; H 0.1598; H 0.0739; H 0.0866; H 0.1317; H 0.1534; H 0.1947; H 0.1859; H 0.0677

=====

Record 2
Molecular formula: C14H16
Method: DFT, ωB97M-V/def2-TZVPD

## Properties
Gap between HOMO and LUMO (spin up / spin down), eV: 7.37 / 3.35
Largest force on an atom, eV Å⁻¹: 2.1
HOMO energy (spin up / spin down), eV: -11.59 / -11.58

```
! wB97M-V def2-TZVPD RIJCOSX def2/J DEFGRID3
* xyz 1 2
C 1.23788 -3.75799 0.33363
C 0.27972 -0.24511 1.35123
C 0.69523 -1.33461 0.57706
C -0.01714 -0.38628 2.67483
C 0.74766 -2.59597 1.16997
C 0.01421 -1.65018 3.26066
C 0.31675 -2.75870 2.50209
H 0.23400 0.75499 0.92915
H 1.05349 -1.27031 -0.44493
H -0.36107 0.40597 3.32612
H -0.34133 -1.82169 4.27079
H 1.04588 -3.52605 -0.71477
H 0.73993 -4.68297 0.62620
H 0.29432 -3.72733 2.98176
H 2.32166 -3.88642 0.39570
C 1.53614 2.69982 -1.95998
C -2.46666 1.39510 -1.15043
C -1.62834 0.61447 -1.94844
C -1.98601 2.61772 -0.58943
C -0.32554 1.01712 -2.19805
C -0.74542 3.07456 -0.92075
C 0.12738 2.25701 -1.68182
H -3.48639 1.09178 -0.99010
H -1.87198 -0.35286 -2.36866
H -2.61899 3.18552 0.08007
H 0.21933 0.36931 -2.86940
H -0.51840 4.04249 -0.49551
H 2.10575 1.88879 -2.40678
H 1.95693 3.08452 -1.03035
H 1.44103 3.49727 -2.70988
*
```

Löwdin charges in e: C -0.0482; C -0.1121; C -0.0615; C -0.1017; C -0.2656; C -0.0784; C -0.0362; H 0.0807; H 0.0974; H 0.1044; H 0.1105; H 0.0692; H 0.0823; H 0.1151; H 0.0876; C 0.0173; C 0.0670; C -0.0028; C 0.0041; C 0.0224; C 0.0097; C -0.1672; H 0.1338; H 0.1324; H 0.1318; H 0.1365; H 0.1398; H 0.0958; H 0.1108; H 0.1250

=====

Record 3
Molecular formula: C49H92CuN3O19
Method: DFT, ωB97M-V/def2-TZVPD

## Properties
Gap between HOMO and LUMO, eV: 7.82
Largest force on an atom, eV Å⁻¹: 2.8
HOMO energy, eV: -7.78

```
! wB97M-V def2-TZVPD RIJCOSX def2/J DEFGRID3
* xyz 0 1
Cu -1.32196 0.11133 2.92627
C 0.02825 -2.09249 -0.91785
C 0.20907 -0.80081 -0.15486
O -0.73949 -0.44968 0.80810
H 0.70094 -2.19283 -1.77146
H -0.97107 -2.16403 -1.36274
H 0.05584 -2.95333 -0.24325
H 0.28515 0.06653 -0.82663
H 1.21619 -0.82228 0.30336
C 1.22510 0.04006 -6.54542
C 0.18730 -0.88316 -5.94287
C 0.14217 -0.80294 -4.40957
O -1.24636 -0.76926 -4.15173
C -1.94654 -0.57149 -5.26165
O -3.12163 -0.43143 -5.28927
O -1.13393 -0.49530 -6.35199
H 1.10619 0.05694 -7.63221
H 2.24537 -0.24599 -6.29928
H 1.02571 1.08608 -6.29868
H 0.34754 -1.91435 -6.25548
H 0.78212 -0.02232 -3.99198
H 0.59376 -1.71452 -4.01577
C -0.47685 2.68140 -1.63198
C -1.65716 1.78361 -1.86444
C -2.80403 1.87690 -0.83014
O -3.97174 1.93774 -1.64573
C -3.62824 2.09713 -2.94196
O -4.36382 2.19627 -3.85210
O -2.29116 2.10893 -3.08852
H 0.17301 2.60178 -2.49900
H 0.06760 2.47584 -0.71096
H -0.80502 3.72597 -1.59299
H -1.34436 0.74154 -1.98998
H -2.65092 2.80937 -0.28419
H -2.77458 0.96933 -0.23256
C 4.05740 -2.72184 -1.38235
C 3.61405 -3.95622 -2.15827
C 2.21283 -4.54653 -1.89155
O 1.54047 -4.45428 -3.13507
C 2.29170 -3.82820 -4.04386
O 1.92545 -3.55328 -5.15189
O 3.49075 -3.56756 -3.55005
H 3.17000 -2.08778 -1.31497
H 4.81258 -2.15604 -1.92223
H 4.49183 -3.04361 -0.43775
H 4.42669 -4.68623 -2.16671
H 1.74437 -3.90774 -1.14851
H 2.33962 -5.60132 -1.65817
C 1.88884 -3.51475 2.10053
C 3.26644 -3.03763 2.57453
C 3.87622 -1.76254 1.97660
O 4.02056 -0.84158 3.02346
C 3.60558 -1.39574 4.18638
O 3.87318 -0.99625 5.27479
O 3.00035 -2.55783 3.92955
H 1.27288 -3.94752 2.88123
H 2.01357 -4.16698 1.23585
H 1.31435 -2.63534 1.78653
H 4.05504 -3.78561 2.50108
H 3.29466 -1.31355 1.16672
H 4.83947 -2.03007 1.53755
C -5.21856 -4.16605 -1.09778
C -4.95331 -2.65976 -1.00270
C -3.57249 -2.24693 -1.47119
O -3.79848 -1.14979 -2.33943
C -5.10515 -1.15732 -2.74225
O -5.52287 -0.44583 -3.57306
O -5.78638 -2.07084 -2.00964
H -4.96182 -4.62885 -2.04919
H -6.28455 -4.35782 -0.96734
H -4.68293 -4.65367 -0.27807
H -5.31992 -2.32372 -0.03234
H -2.96794 -3.03147 -1.92627
H -3.00956 -1.89510 -0.60310
C -3.01099 -3.33229 5.53228
C -2.15995 -2.73997 4.35272
C -1.90282 -3.83988 3.31286
C -3.08297 -4.12670 2.36520
C -3.59199 -2.80856 1.83941
C -4.03764 -1.78401 2.91020
N -2.84280 -1.57828 3.78548
O -2.94584 -0.45690 4.61706
C -4.29761 -0.51346 2.10197
C -5.25869 -2.16939 3.72522
C -0.77071 -2.34868 4.90547
H -3.76061 -2.62222 5.88255
H -2.43105 -3.54861 6.43107
H -3.49772 -4.25193 5.21269
H -1.07385 -3.44021 2.72839
H -1.63131 -4.79033 3.77262
H -3.88840 -4.66752 2.87041
H -2.74503 -4.79832 1.57411
H -4.55357 -3.00695 1.34544
H -2.94915 -2.38039 1.07120
H -4.62943 0.31528 2.73222
H -3.38743 -0.18552 1.59494
H -5.14352 -0.70484 1.44011
H -6.18128 -2.21532 3.14419
H -5.23697 -3.16359 4.17412
H -5.34053 -1.49903 4.58303
H -0.16185 -1.88058 4.12570
H -0.26913 -3.29374 5.12117
H -0.77361 -1.71744 5.79123
H -3.54315 -0.71922 5.34619
C -1.61906 4.51763 4.17696
C -1.65049 3.25502 3.27158
C -1.44110 3.65881 1.80140
C 0.01018 4.07742 1.55435
C 0.89180 2.85397 1.93843
C 0.74871 2.47933 3.43980
N -0.70209 2.21181 3.65327
O -0.86537 1.59922 4.93813
C 1.54678 1.18553 3.66890
C 1.39986 3.49234 4.36869
C -3.06479 2.68042 3.31661
H -2.56363 5.05134 4.27567
H -0.84278 5.19440 3.83137
H -1.42267 4.23053 5.21643
H -1.86989 2.94616 1.10078
H -2.02418 4.58307 1.71606
H 0.34504 4.97233 2.07207
H 0.05859 4.25428 0.47672
H 1.93027 3.14986 1.76752
H 0.68212 1.98042 1.31736
H 1.51571 0.92793 4.72685
H 1.10758 0.31009 3.16730
H 2.56492 1.21160 3.28601
H 2.48723 3.57079 4.28712
H 1.08274 4.53840 4.35559
H 1.32545 3.24257 5.43488
H -3.83904 3.41567 3.10592
H -3.21730 2.30029 4.33248
H -3.21660 1.82688 2.65609
H -0.91635 2.35983 5.54672
C 2.01154 3.39235 -4.17011
C 3.13290 4.02580 -3.30862
C 2.80821 3.85656 -1.82592
C 2.92672 2.38205 -1.41340
C 4.39552 2.01476 -1.68158
C 4.78228 2.03627 -3.14204
N 4.40241 3.36127 -3.65887
O 4.92218 3.58292 -4.93114
C 6.29523 1.82309 -3.19870
C 4.12989 0.83813 -3.97021
C 3.29085 5.50433 -3.67780
H 2.33417 3.55631 -5.20317
H 1.07331 3.94171 -4.06644
H 1.80359 2.34038 -4.00411
H 3.47853 4.41296 -1.16246
H 1.82235 4.28303 -1.62315
H 2.19925 1.82948 -2.00841
H 2.63826 2.23228 -0.37336
H 4.47445 1.03382 -1.20565
H 5.02097 2.73740 -1.15463
H 6.61623 0.86557 -2.78192
H 6.71880 1.85945 -4.20309
H 6.83279 2.56765 -2.60473
H 3.18556 0.63699 -3.46285
H 4.03410 1.18633 -4.99329
H 4.72671 -0.06115 -3.84916
H 2.35891 6.02764 -3.43731
H 3.48861 5.62563 -4.73919
H 4.00731 6.02477 -3.04275
H 4.34891 3.11560 -5.56774
*
```

Here are the Löwdin charges for atoms 1 to 99, given in e: Cu 0.3881; C -0.0787; C -0.4563; O -0.3214; H 0.0503; H 0.0558; H 0.0647; H 0.0724; H 0.0708; C -0.0184; C -0.3016; C -0.0902; O 0.0718; C -0.5591; O 0.1924; O 0.0970; H 0.0868; H 0.0799; H 0.0825; H 0.1401; H 0.1183; H 0.1012; C -0.0187; C -0.3076; C -0.0690; O 0.0747; C -0.5830; O 0.1864; O 0.0905; H 0.0558; H 0.0639; H 0.1051; H 0.1301; H 0.1032; H 0.1097; C -0.0035; C -0.2674; C -0.0844; O 0.0789; C -0.5942; O 0.1487; O 0.0861; H 0.0832; H 0.0882; H 0.0742; H 0.1508; H 0.0810; H 0.1390; C -0.0022; C -0.2461; C -0.1248; O 0.0584; C -0.5828; O 0.1686; O 0.0702; H 0.0758; H 0.0745; H 0.0710; H 0.1475; H 0.1110; H 0.1194; C -0.0139; C -0.3081; C -0.1073; O 0.0592; C -0.5427; O 0.2016; O 0.0794; H 0.0927; H 0.0880; H 0.0724; H 0.1148; H 0.1386; H 0.0930; C -0.0090; C -0.4745; C -0.1240; C -0.1534; C -0.1407; C -0.4630; N -0.1224; O -0.0251; C -0.0153; C -0.0135; C -0.0180; H 0.0636; H 0.0845; H 0.0777; H 0.1028; H 0.1282; H 0.1105; H 0.1136; H 0.0894; H 0.0985; H 0.0819; H 0.0635; H 0.0966; H 0.0978; H 0.0729

=====

Record 4
Molecular formula: C5H12S2
Method: DFT, ωB97M-V/def2-TZVPD

## Properties
Gap between HOMO and LUMO, eV: 9.58
Largest force on an atom, eV Å⁻¹: 3.1
SMILES: C=C(C)S.C=C.S
HOMO energy, eV: -8.93

```
! wB97M-V def2-TZVPD RIJCOSX def2/J DEFGRID3
* xyz 0 1
C -1.51152 1.98497 0.03972
C -1.40024 1.35638 -1.10475
C -2.54121 0.49796 -1.62209
S 0.03741 1.37960 -2.14638
H -2.44333 1.88784 0.56540
H -0.63859 2.40868 0.61197
H -3.53173 0.94321 -1.40974
H -2.49056 0.19625 -2.64231
H -2.57356 -0.34249 -0.89983
H 0.15459 0.11536 -2.51210
C -0.45064 -1.25833 1.28316
C 0.65367 -1.98493 1.03791
H -1.44785 -1.47148 0.98040
H -0.44451 -0.28735 1.68924
H 1.58124 -1.70586 1.45108
H 0.46106 -2.87705 0.49316
S 1.93826 1.32558 2.80155
H 1.12577 2.19059 2.07122
H 2.70427 1.35878 1.61051
*
```

Löwdin charges in e: C -0.0601; C -0.7704; C -0.1267; S 0.7582; H 0.0656; H 0.0572; H 0.0850; H 0.0518; H 0.0732; H -0.1492; C -0.0752; C -0.0420; H 0.0301; H -0.0083; H 0.0186; H 0.0344; S 0.4308; H -0.2153; H -0.1575

=====

Record 5
Molecular formula: CH2ClN2O2
Method: DFT, ωB97M-V/def2-TZVPD

## Properties
Gap between HOMO and LUMO, eV: 8.12
Largest force on an atom, eV Å⁻¹: 3.4
SMILES: [O-][N+]([O-])=NCCl
HOMO energy, eV: -4.32

```
! wB97M-V def2-TZVPD RIJCOSX def2/J DEFGRID3
* xyz -1 1
O 0.38701 1.69124 -0.33483
N -0.43162 0.92791 -0.89036
O -1.09803 1.31891 -1.85800
N -0.65399 -0.27258 -0.49332
C 0.20275 -0.68831 0.73292
Cl 1.20555 -2.08152 0.29350
H -0.47223 -1.02163 1.51752
H 0.86057 0.12599 1.03258
*
```

Löwdin charges in e: O -0.1241; N -0.6138; O -0.1072; N -0.0418; C -0.6353; Cl 0.4483; H 0.0372; H 0.0369

=====

Record 6
Molecular formula: C36H33N5O3PPdS4
Method: DFT, ωB97M-V/def2-TZVPD

## Properties
Gap between HOMO and LUMO, eV: 6.77
Largest force on an atom, eV Å⁻¹: 1.9
HOMO energy, eV: -10.85

```
! wB97M-V def2-TZVPD RIJCOSX def2/J DEFGRID3
* xyz 1 1
Pd 0.65454 0.62532 1.10033
O -2.39485 1.01493 -1.26310
C -1.98257 1.31977 -0.15163
O -1.38024 0.47574 0.63092
C -2.16001 2.72549 0.34117
C -3.10076 3.52022 -0.29669
C -3.34202 4.81602 0.13870
C -2.62877 5.32973 1.21130
C -1.67137 4.55138 1.84376
C -1.42956 3.25004 1.40958
P -0.27956 2.25072 2.38166
C -1.26619 1.62310 3.75357
C -1.41390 2.42128 4.88735
C -2.24863 2.00798 5.91665
C -2.93883 0.80853 5.81439
C -2.80272 0.02109 4.67779
C -1.97105 0.42317 3.64591
C 0.99776 3.32199 3.02132
C 1.63532 2.99842 4.21798
C 2.74944 3.71951 4.61708
C 3.23336 4.75058 3.82129
C 2.60859 5.06255 2.62005
C 1.49453 4.34645 2.21132
H -3.64643 3.09666 -1.12858
H -4.08873 5.42350 -0.35667
H -2.81260 6.33920 1.55851
H -1.10993 4.96570 2.67314
H -0.88720 3.36393 4.97384
H -2.35692 2.62787 6.79796
H -3.58583 0.48691 6.62033
H -3.34629 -0.91135 4.59331
H -1.87751 -0.18564 2.75997
H 1.27828 2.17937 4.82650
H 3.24474 3.46664 5.54561
H 4.10579 5.31017 4.13607
H 2.99253 5.85964 1.99738
H 1.02235 4.57618 1.26377
S 3.93226 -0.33634 4.05695
C 2.76680 -0.00683 3.01735
S 1.14006 -0.57439 3.04055
S 2.86177 0.96846 1.60088
C 0.31585 -7.96430 -0.91226
C 0.21331 -6.84980 -1.92456
C 1.11670 -6.74024 -2.97294
C 1.03991 -5.69487 -3.88359
C 0.03797 -4.74490 -3.77516
N -0.00605 -3.69320 -4.74340
C -0.48676 -2.42658 -4.59429
O -0.91467 -1.76965 -5.52251
N -0.48025 -1.88134 -3.31150
C 0.48997 -1.95615 -2.30572
C 1.71178 -2.61180 -2.39343
C 2.59311 -2.52853 -1.32446
C 2.28236 -1.73731 -0.23527
N 1.12211 -1.08042 -0.18483
C 0.23397 -1.22551 -1.16099
C -0.89383 -4.85552 -2.75381
C -0.79247 -5.89073 -1.83578
H 0.91669 -8.79059 -1.29087
H -0.66958 -8.35150 -0.65167
H 0.78209 -7.61051 0.00972
H 1.90057 -7.48202 -3.08131
H 1.76425 -5.61785 -4.68872
H 0.05750 -3.96095 -5.71446
H -1.08254 -1.07100 -3.26745
H 1.98080 -3.16726 -3.28068
H 3.54232 -3.04533 -1.35491
H 2.96178 -1.61133 0.59371
H -0.70504 -0.69610 -1.04140
H -1.70588 -4.14139 -2.67958
H -1.52950 -5.96581 -1.04297
S 1.17726 2.21355 -0.80831
C 0.69377 1.69511 -2.36605
N -0.36681 0.96750 -2.70560
C -0.53157 0.88421 -4.17185
C 0.77588 1.52562 -4.69316
N 1.39014 2.02250 -3.45265
H -1.14808 0.86925 -2.07190
H -1.41366 1.43949 -4.48031
H -0.64126 -0.14893 -4.49372
H 0.59202 2.33755 -5.39162
H 1.42281 0.79525 -5.17237
H 2.25740 2.52768 -3.39494
*
```

Löwdin charges in e: Pd 0.4838; O 0.0483; C -0.5725; O -0.2012; C -0.1371; C 0.0090; C -0.0369; C -0.0445; C -0.0684; C -0.2717; P 1.0109; C -0.3518; C -0.0812; C -0.0562; C -0.0562; C -0.0538; C -0.1104; C -0.3945; C -0.1084; C -0.0486; C -0.0487; C -0.0529; C -0.1067; H 0.1265; H 0.1158; H 0.1165; H 0.1120; H 0.1076; H 0.1133; H 0.1129; H 0.1142; H 0.0835; H 0.1097; H 0.1176; H 0.1146; H 0.1139; H 0.0969; S 0.6574; C -1.8204; S 0.6551; S 0.6015; C -0.0444; C -0.2706; C -0.0335; C -0.0311; C -0.2716; N 0.1476; C -0.5141; O 0.0726; N 0.1328; C -0.1919; C 0.0279; C -0.0127; C -0.1363; N -0.0459; C -0.0785; C -0.0202; C -0.0274; H 0.0780; H 0.0815; H 0.0851; H 0.1167; H 0.1196; H 0.1606; H 0.1190; H 0.1132; H 0.1192; H 0.0857; H 0.0954; H 0.1195; H 0.1185; S 0.7129; C -0.7399; N 0.0297; C -0.0821; C -0.0790; N 0.0378; H 0.0281; H 0.1373; H 0.0581; H 0.1208; H 0.1216; H 0.1413

=====

- What is the largest force on an atom in the first record?
  10.1 eV Å⁻¹